# 1
DFT (wB97M-V/def2-TZVPD) results for a 2-piece molecular cluster, H2N2O overall.

Computed properties:
E_tot	-5051.5837	eV
F_max	4.63	eV/Å
relative energy (zero: lowest compared OMol25 entry of this formula, charge and spin)	9.359	eV

Geometry (Å):
O1 -1.075 -0.459 1.204
N1 -0.050 -0.794 0.375
N2 -1.115 -0.146 -0.174
H1 -1.689 -0.726 -0.653
H2 1.930 0.147 1.249

For each atom in turn, the Löwdin charge in e is: -0.097, -0.002, -0.023, 0.053, 0.070

# 2
DFT (wB97M-V/def2-TZVPD) results for a 2-piece molecular cluster, H2N2O2 overall.

Computed properties:
E_tot	-7101.7138	eV
F_max	6.71	eV/Å
relative energy (zero: lowest compared OMol25 entry of this formula, charge and spin)	3.866	eV

Geometry (Å):
O1 -0.974 0.839 0.564
O2 0.441 -1.383 0.017
N1 -0.592 -1.903 0.246
N2 0.097 0.635 -0.101
H1 0.942 1.206 0.340
H2 0.086 0.607 -1.066

Atom charges from the Löwdin analysis, given in e for atoms 1 to 5: -0.148, -0.088, 0.132, -0.146, 0.176

# 3
DFT (wB97M-V/def2-TZVPD) results for a single H2N2O2 molecule.

Computed properties:
E_tot	-7104.0727	eV
SMILES	N[N+](=O)[O-]
F_max	4.19	eV/Å
relative energy (zero: lowest compared OMol25 entry of this formula, charge and spin)	1.507	eV

Geometry (Å):
O1 -1.263 -1.066 -0.256
O2 -0.224 -0.407 1.532
N1 0.324 0.478 -0.359
N2 -0.431 -0.378 0.324
H1 0.446 0.486 -1.422
H2 1.149 0.887 0.181

Atom charges from the Löwdin analysis, given in e for atoms 1 to 5: 0.048, 0.035, 0.123, -0.528, 0.163